*i*
Entry from OMol25: 2 unconnected molecules or ions with the total composition CH5NOS (ωB97M-V with the def2-TZVPD basis set).

The geometry in XYZ format:
```
9
CH5NOS (ωB97M-V with the def2-TZVPD basis set)
C -1.721 -1.262 -0.149
N 2.470 0.999 0.195
O -2.093 1.169 -0.348
S -1.711 0.188 0.643
H -2.205 -1.461 -1.134
H -1.377 -2.229 0.117
H 1.862 1.706 0.596
H 2.114 0.702 -0.692
H 2.661 0.187 0.770
```

Summary:
Gap between HOMO and LUMO (eV): 9.2
Total charge: 0
Highest occupied orbital energy (eV): -9.68

Atom charges from the Löwdin analysis, given in e for atoms 1 to 2: number 1, C, carries -0.303; number 2, N, carries 0.009

***

*ii*
Entry from OMol25: 2 unconnected molecules or ions with the total composition CH5NOS (ωB97M-V with the def2-TZVPD basis set).

The geometry in XYZ format:
```
9
CH5NOS (ωB97M-V with the def2-TZVPD basis set)
C -1.690 0.789 0.274
N 2.035 -0.972 -0.492
O -1.092 -0.384 -0.029
S 1.620 -0.603 1.030
H -1.700 1.344 -0.571
H -1.065 1.324 1.041
H -2.804 0.814 0.719
H 2.502 -0.403 -1.303
H 2.193 -1.910 -0.669
```

Summary:
Gap between HOMO and LUMO (alpha / beta) (eV): 5.5 / 5.5
Total charge: 0
Highest occupied orbital energy (alpha / beta) (eV): -8.05 / -8.06

Atom charges from the Löwdin analysis, given in e for atoms 1 to 2: number 1, C, carries -0.339; number 2, N, carries -0.454

***

*iii*
Entry from OMol25: CH5NOS in the gas phase (ωB97M-V with the def2-TZVPD basis set).

The geometry in XYZ format:
```
9
CH5NOS (ωB97M-V with the def2-TZVPD basis set)
C 0.494 1.255 -0.304
S -0.460 0.090 0.284
N 0.281 -1.309 -0.314
O -1.778 0.130 -0.235
H 0.078 2.175 -0.348
H 1.388 1.278 0.359
H -0.576 -0.295 1.748
H 0.110 -1.216 -1.325
H 0.462 -2.107 0.135
```

Summary:
Gap between HOMO and LUMO (eV): 9.1
Total charge: 0
SMILES: C=[S@H](N)=O
Highest occupied orbital energy (eV): -8.77

Atom charges from the Löwdin analysis, given in e for atoms 1 to 2: number 1, C, carries -0.291; number 2, S, carries 0.633

***

Least stable structure: *ii*

***

*i*
Entry from OMol25: C3H5NO3S in the gas phase (ωB97M-V with the def2-TZVPD basis set).

The geometry in XYZ format:
```
13
C3H5NO3S (ωB97M-V with the def2-TZVPD basis set)
O 2.711 -0.321 0.259
C 1.576 -0.135 -0.022
N 0.843 -1.310 -0.304
S -0.943 -1.467 -0.440
C -1.221 -0.226 0.855
O -1.351 1.040 0.244
C -0.484 1.211 -0.782
O 0.952 1.178 -0.231
H 1.236 -2.096 0.073
H -2.050 -0.161 1.662
H -0.317 -0.366 1.424
H -0.350 2.282 -1.268
H -0.602 0.372 -1.471
```

Summary:
Gap between HOMO and LUMO (eV): 10.1
Total charge: 0
SMILES: O=C1NSCOCO1
Highest occupied orbital energy (eV): -9.64

Atom charges from the Löwdin analysis, given in e for atoms 1 to 2: number 1, O, carries 0.129; number 2, C, carries -0.538

***

*ii*
Entry from OMol25: 2 unconnected molecules or ions with the total composition C3H5NO3S (ωB97M-V with the def2-TZVPD basis set).

The geometry in XYZ format:
```
13
C3H5NO3S (ωB97M-V with the def2-TZVPD basis set)
O 0.838 -1.533 0.610
C 0.704 -0.670 -0.216
O 0.393 -0.908 -1.490
C 0.912 0.803 0.033
S 2.714 1.135 0.028
H 0.295 -1.860 -1.659
H 0.488 1.400 -0.770
H 0.514 1.106 0.999
H 2.997 0.332 1.052
N -2.088 -0.541 0.420
C -2.607 0.499 0.165
O -2.947 1.527 -0.233
H -2.212 -1.291 1.061
```

Summary:
Gap between HOMO and LUMO (eV): 9.9
Total charge: 0
SMILES: O=C(O)CS.N=C=O
Highest occupied orbital energy (eV): -9.42

Atom charges from the Löwdin analysis, given in e for atoms 1 to 2: number 1, O, carries 0.074; number 2, C, carries -0.680

***

Least stable structure: *i*

***

*i*
Entry from OMol25: C6H12N2O in the gas phase (ωB97M-V with the def2-TZVPD basis set).

The geometry in XYZ format:
```
21
C6H12N2O (ωB97M-V with the def2-TZVPD basis set)
C -0.421 2.258 -0.465
C -0.342 0.988 0.352
C -1.132 -0.188 -0.054
N -2.495 -0.254 -0.334
C -0.135 -1.108 -0.125
N -0.103 -2.507 -0.109
C 1.010 -0.195 0.114
C 1.937 -0.500 1.267
O 1.792 0.200 -0.979
H 0.556 2.748 -0.493
H -0.724 2.053 -1.493
H -1.127 2.970 -0.035
H -0.287 1.176 1.422
H -3.047 0.575 -0.172
H -2.793 -1.058 -0.866
H -1.004 -2.948 -0.238
H 0.596 -2.911 -0.717
H 2.502 0.393 1.530
H 1.366 -0.853 2.122
H 2.650 -1.273 0.981
H 1.200 0.432 -1.704
```

Summary:
Gap between HOMO and LUMO (eV): 7.9
Total charge: 0
SMILES: C[C@H]1C(N)=C(N)[C@@]1(C)O
Highest occupied orbital energy (eV): -7.05

Atom charges from the Löwdin analysis, given in e for atoms 1 to 2: number 1, C, carries -0.076; number 2, C, carries -0.179

***

*ii*
Entry from OMol25: C6H12N2O in the gas phase (ωB97M-V with the def2-TZVPD basis set).

The geometry in XYZ format:
```
21
C6H12N2O (ωB97M-V with the def2-TZVPD basis set)
C 0.210 -0.328 -2.367
C -0.532 -1.063 -1.242
C -1.469 -0.308 -0.307
C -1.655 1.176 -0.438
N -0.188 -0.878 0.213
N 0.843 0.132 0.450
C 2.094 -0.551 0.248
C 0.717 0.743 1.697
O -0.339 0.876 2.265
H 0.895 -1.079 -2.848
H 0.891 0.501 -2.045
H -0.548 0.000 -3.098
H -0.791 -2.039 -1.537
H -2.269 -0.901 0.097
H -2.125 1.504 0.459
H -2.276 1.451 -1.291
H -0.711 1.732 -0.530
H 2.087 -1.577 0.722
H 2.889 0.096 0.626
H 2.240 -0.695 -0.826
H 1.655 1.193 1.957
```

Summary:
Gap between HOMO and LUMO (eV): 9.6
Total charge: 0
SMILES: C[C@@H]1[C@H](C)N1N(C)C=O
Highest occupied orbital energy (eV): -8.65

Atom charges from the Löwdin analysis, given in e for atoms 1 to 2: number 1, C, carries -0.074; number 2, C, carries -0.238

***

*iii*
Entry from OMol25: C6H12N2O in the gas phase (ωB97M-V with the def2-TZVPD basis set).

The geometry in XYZ format:
```
21
C6H12N2O (ωB97M-V with the def2-TZVPD basis set)
C 1.842 1.074 0.663
C 1.191 0.063 -0.257
N 2.120 -0.692 -1.050
C -0.088 0.505 -0.805
O -1.140 1.312 -0.260
C -2.253 0.363 -0.114
C -1.574 -1.059 -0.280
C -0.148 -0.736 0.146
N -0.128 -0.811 1.658
H 1.110 1.648 1.246
H 2.538 0.575 1.369
H 2.452 1.776 0.067
H 2.727 -1.175 -0.378
H 1.613 -1.452 -1.516
H -0.132 0.245 -1.890
H -2.982 0.584 -0.904
H -2.672 0.591 0.874
H -2.101 -1.821 0.296
H -1.653 -1.253 -1.366
H -0.342 0.141 1.950
H 0.810 -1.093 1.961
```

Summary:
Gap between HOMO and LUMO (eV): 8.4
Total charge: 0
SMILES: C[C@]1(N)[C@@H]2OCC[C@]21N
Highest occupied orbital energy (eV): -7.49

Atom charges from the Löwdin analysis, given in e for atoms 1 to 2: number 1, C, carries -0.019; number 2, C, carries -0.442

***

*iv*
Entry from OMol25: a molecular structure, C6H12N2O (ωB97M-V with the def2-TZVPD basis set).

The geometry in XYZ format:
```
21
C6H12N2O (ωB97M-V with the def2-TZVPD basis set)
C -2.035 0.965 0.313
C -1.142 -0.207 0.079
C 0.101 -0.454 0.848
C 1.375 0.170 1.231
C 1.613 -0.715 -0.896
C 0.218 -0.083 -0.698
H -3.127 1.097 -0.341
H -2.314 0.993 1.494
H -1.198 1.881 0.098
H -1.141 -2.171 0.056
H -1.911 -1.445 -1.562
H 0.155 -1.469 1.033
H 1.308 1.344 0.960
H 1.614 0.018 2.305
H 2.696 0.778 -0.341
H 2.113 -0.378 -1.731
H 1.563 -1.782 -0.798
H -0.775 1.571 -1.182
N -1.995 -1.324 -0.177
N 2.470 -0.173 0.164
O 0.412 1.385 -0.855
```

Summary:
Gap between HOMO and LUMO (eV): 8.7
Total charge: 0
Highest occupied orbital energy (eV): -8.43

Atom charges from the Löwdin analysis, given in e for atoms 1 to 2: number 1, C, carries -0.078; number 2, C, carries -0.622

***

Least stable structure: *iv*

***

*i*
Entry from OMol25: 2 unconnected molecules or ions with the total composition C6H12N2O (ωB97M-V with the def2-TZVPD basis set).

The geometry in XYZ format:
```
21
C6H12N2O (ωB97M-V with the def2-TZVPD basis set)
C -0.597 1.281 0.567
C -1.235 -1.452 0.317
C 1.590 -0.525 0.979
C 1.427 0.427 -1.386
C -1.411 -0.323 -0.621
C 0.754 -0.278 -0.243
O -0.679 1.048 1.951
N -0.172 -1.219 -0.658
N -2.271 0.086 -1.458
H -1.595 0.843 2.170
H -1.977 -0.035 -2.424
H 0.256 1.930 0.378
H -1.468 1.806 0.178
H -1.047 -1.288 1.373
H -1.844 -2.317 0.081
H 1.988 0.411 1.373
H 1.044 -1.017 1.779
H 0.681 0.817 -2.083
H 2.062 1.241 -1.032
H 2.059 -0.277 -1.937
H 2.438 -1.161 0.696
```

Summary:
Gap between HOMO and LUMO (eV): 8.6
Total charge: 0
Highest occupied orbital energy (eV): -7.86

Atom charges from the Löwdin analysis, given in e for atoms 1 to 2: number 1, C, carries -0.135; number 2, C, carries -0.051

***

*ii*
Entry from OMol25: 3 unconnected molecules or ions with the total composition C6H12N2O (ωB97M-V with the def2-TZVPD basis set).

The geometry in XYZ format:
```
21
C6H12N2O (ωB97M-V with the def2-TZVPD basis set)
C 2.076 1.748 1.079
C -1.612 -0.369 1.262
N 0.654 1.670 0.822
C -0.495 -2.053 -0.933
C -0.550 -0.341 0.267
N 0.249 2.788 0.108
C 0.490 -0.004 -0.317
C -0.832 -2.074 -2.219
O -0.346 -3.131 -0.128
H -0.504 -3.955 -0.623
H -0.762 2.844 0.092
H 0.613 2.817 -0.849
H 1.251 0.035 -1.065
H 2.301 2.645 1.667
H 2.686 1.794 0.159
H 2.378 0.873 1.655
H -2.568 -0.092 0.814
H -1.695 -1.372 1.681
H -1.371 0.339 2.057
H -0.932 -1.157 -2.779
H -1.031 -3.006 -2.750
```

Summary:
Gap between HOMO and LUMO (eV): 7.5
Total charge: 0
Highest occupied orbital energy (eV): -6.90

Atom charges from the Löwdin analysis, given in e for atoms 1 to 2: number 1, C, carries -0.185; number 2, C, carries -0.053

***

Least stable structure: *ii*

***

*i*
Entry from OMol25: C6H12N2O in the gas phase (ωB97M-V with the def2-TZVPD basis set).

The geometry in XYZ format:
```
21
C6H12N2O (ωB97M-V with the def2-TZVPD basis set)
C 2.323 -0.776 1.049
C 1.885 -1.062 -0.492
N 0.762 -0.622 -1.113
N -0.112 -0.238 -0.167
C 0.119 1.081 0.540
C 0.963 2.032 -0.402
C -1.231 0.776 -0.097
C -2.453 0.024 0.580
O -2.310 -1.246 -0.174
H 1.598 -1.026 1.760
H 2.394 0.455 1.258
H 3.350 -1.166 1.150
H 2.434 -1.753 -1.107
H 0.444 0.789 1.596
H 1.972 1.811 0.021
H 0.419 3.080 -0.578
H 0.724 1.518 -1.429
H -1.832 0.900 -1.130
H -2.348 -0.002 1.655
H -3.493 0.423 0.577
H -1.373 -1.490 -0.490
```

Summary:
Gap between HOMO and LUMO (eV): 9.2
Total charge: 0
SMILES: C/C=N\N1[C@@H](C)[C@@H]1CO
Highest occupied orbital energy (eV): -8.57

Atom charges from the Löwdin analysis, given in e for atoms 1 to 2: number 1, C, carries -0.055; number 2, C, carries -0.102

***

*ii*
Entry from OMol25: C6H12N2O in the gas phase (ωB97M-V with the def2-TZVPD basis set).

The geometry in XYZ format:
```
21
C6H12N2O (ωB97M-V with the def2-TZVPD basis set)
C -2.797 -1.222 -0.323
C -1.992 -0.507 0.670
C -0.821 0.260 0.288
C 0.283 -0.538 -0.282
C 1.552 -0.192 0.288
N 2.674 -0.772 -0.141
O 3.881 -0.553 0.385
N -0.932 1.585 0.232
C 0.344 2.310 -0.228
H -3.677 -1.646 0.320
H -3.280 -0.510 -0.898
H -2.312 -2.173 -0.733
H -1.648 -1.267 1.381
H -2.632 0.207 1.317
H 0.221 -1.478 -0.869
H 1.957 0.731 0.594
H 2.743 -1.753 -0.597
H 4.521 0.066 -0.193
H 0.082 3.443 -0.526
H 0.616 1.605 -1.194
H 1.214 2.403 0.510
```

Summary:
Gap between HOMO and LUMO (eV): 8.3
Total charge: 0
SMILES: CCC(/C=C/NO)=N/C
Highest occupied orbital energy (eV): -7.82

Atom charges from the Löwdin analysis, given in e for atoms 1 to 2: number 1, C, carries -0.120; number 2, C, carries -0.301

***

*iii*
Entry from OMol25: 2 unconnected molecules or ions with the total composition C6H12N2O (ωB97M-V with the def2-TZVPD basis set).

The geometry in XYZ format:
```
21
C6H12N2O (ωB97M-V with the def2-TZVPD basis set)
C -1.287 0.249 0.254
C 1.200 1.278 -1.078
C 0.473 -1.859 -0.765
C 0.673 1.546 0.289
N -2.033 -0.482 1.228
C 1.530 0.326 0.015
C 0.600 -0.771 0.265
O -1.725 0.003 -1.038
N 0.845 2.344 1.282
H -2.171 -0.855 -1.057
H -1.551 1.293 0.426
H -1.727 -0.190 2.152
H -1.873 -1.480 1.148
H -0.005 2.897 1.438
H 1.976 1.970 -1.385
H 0.495 1.006 -1.855
H 2.509 0.339 0.484
H 0.687 -1.141 1.288
H -0.333 -2.561 -0.527
H 1.399 -2.450 -0.798
H 0.318 -1.461 -1.769
```

Summary:
Gap between HOMO and LUMO (eV): 8.4
Total charge: 0
Highest occupied orbital energy (eV): -7.71

Atom charges from the Löwdin analysis, given in e for atoms 1 to 2: number 1, C, carries -0.331; number 2, C, carries -0.022

***

Least stable structure: *i*

***

*i*
Entry from OMol25: C6H12N2O in the gas phase (ωB97M-V with the def2-TZVPD basis set).

The geometry in XYZ format:
```
21
C6H12N2O (ωB97M-V with the def2-TZVPD basis set)
C -1.724 -0.774 -0.825
C -0.588 -1.157 0.109
C -0.671 -0.675 1.459
C 0.974 -0.530 -0.724
N 1.167 -1.370 -1.797
C 1.537 0.542 -0.315
C 0.848 1.611 1.091
N -0.050 2.506 0.556
O 1.619 1.924 1.976
H -1.450 -0.917 -1.870
H -1.995 0.273 -0.684
H -2.610 -1.377 -0.612
H -0.312 -2.209 0.044
H -0.019 0.480 1.400
H 0.015 -1.115 2.178
H -1.646 -0.393 1.847
H 0.859 -2.324 -1.682
H 2.070 -1.301 -2.239
H 2.466 1.055 -0.460
H -0.491 2.293 -0.325
H 0.002 3.462 0.874
```

Summary:
Gap between HOMO and LUMO (eV): 9.3
Total charge: 0
SMILES: CC(C)/C(N)=C\C(N)=O
Highest occupied orbital energy (eV): -8.55

Atom charges from the Löwdin analysis, given in e for atoms 1 to 2: number 1, C, carries -0.086; number 2, C, carries -0.314

***

*ii*
Entry from OMol25: C6H12N2O in the gas phase (ωB97M-V with the def2-TZVPD basis set).

The geometry in XYZ format:
```
21
C6H12N2O (ωB97M-V with the def2-TZVPD basis set)
C 2.048 -0.305 0.846
C 1.393 -0.247 -0.310
C 1.786 -1.060 -1.506
C 0.137 0.595 -0.477
C 0.153 1.966 0.204
N -0.759 -0.291 0.195
C -2.334 -0.481 0.042
N -2.913 -0.557 1.273
O -2.961 -0.243 -0.964
H 2.917 -0.935 0.965
H 1.767 0.289 1.700
H 0.898 -1.446 -2.004
H 2.333 -0.440 -2.220
H 2.438 -1.886 -1.227
H -0.108 0.701 -1.540
H 0.253 1.868 1.283
H 0.986 2.566 -0.159
H -0.788 2.476 0.007
H -0.977 -1.336 0.451
H -2.354 -0.742 2.086
H -3.914 -0.491 1.355
```

Summary:
Gap between HOMO and LUMO (eV): 9.7
Total charge: 0
SMILES: C=C(C)[C@H](C)NC(N)=O
Highest occupied orbital energy (eV): -8.96

Atom charges from the Löwdin analysis, given in e for atoms 1 to 2: number 1, C, carries 0.046; number 2, C, carries -0.350

***

Least stable structure: *i*